ORCA calculation (wB97M-V/def2-TZVPD) on an isolated molecule of C17H18N2O5S.

Results
LUMO level   0.557 eV
Energy relative to the best compared isomer or geometry (same formula, charge and spin)   1.020 eV
SMILES   NS(=O)(=O)c1ccc(CCNC(=O)[C@H]2COc3ccccc3O2)cc1
E   -41974.293 eV
2S+1   1
Orbital gap   9.25 eV
Charge   0

The geometry in XYZ format:
```
43
Properties=species:S:1:pos:R:3:mulliken_charge:R:1
N -3.56 -1.53 -0.37 -0.502
S -3.81 -0.01 0.34 1.306
O -3.97 -0.20 1.75 -0.693
O -4.86 0.63 -0.41 -0.680
C -2.28 0.83 0.01 0.373
C -1.42 1.10 1.06 -0.445
C -0.26 1.81 0.81 -0.124
C 0.04 2.25 -0.48 0.634
C 1.28 3.05 -0.74 -1.396
C 2.34 2.26 -1.53 -1.006
N 2.68 1.01 -0.89 0.060
C 3.27 0.95 0.32 0.221
O 3.57 1.92 0.98 -0.674
C 3.55 -0.46 0.84 0.341
C 2.64 -0.74 2.05 -0.807
O 1.29 -0.79 1.66 -0.415
C 1.07 -1.54 0.54 0.965
C -0.23 -1.94 0.25 -0.427
C -0.49 -2.70 -0.88 -0.418
C 0.55 -3.08 -1.71 -0.587
C 1.84 -2.68 -1.44 -0.674
C 2.11 -1.90 -0.32 -0.206
O 3.41 -1.48 -0.12 -0.501
C -0.83 1.94 -1.52 -0.610
C -1.99 1.23 -1.28 -0.959
H -4.22 -1.69 -1.11 0.264
H -3.61 -2.25 0.33 0.299
H -1.68 0.78 2.05 0.472
H 0.42 2.04 1.62 0.318
H 1.73 3.35 0.21 0.438
H 1.04 3.95 -1.31 0.474
H 1.98 2.03 -2.53 0.489
H 3.24 2.88 -1.60 0.398
H 2.44 0.16 -1.36 0.283
H 4.60 -0.49 1.16 0.415
H 2.73 0.07 2.78 0.467
H 2.94 -1.69 2.51 0.333
H -1.02 -1.65 0.92 0.520
H -1.50 -2.99 -1.10 0.334
H 0.35 -3.68 -2.59 0.396
H 2.67 -2.95 -2.08 0.469
H -0.61 2.28 -2.52 0.437
H -2.70 1.01 -2.06 0.416
```

ORCA calculation (wB97M-V/def2-TZVPD) on an isolated molecule of C17H18N4O3.

Results
LUMO level   0.744 eV
Energy relative to the best compared isomer or geometry (same formula, charge and spin)   2.038 eV
SMILES   COc1ccccc1C(=O)N/N=C(\C)CC(=O)Nc1ccccn1
E   -30023.916 eV
2S+1   1
Orbital gap   9.44 eV
Charge   0

The geometry in XYZ format:
```
42
Properties=species:S:1:pos:R:3:mulliken_charge:R:1
C 2.39 -0.75 0.52 -0.737
O 2.91 -0.03 1.61 -0.471
C 2.14 0.40 2.63 0.376
C 2.88 0.87 3.73 -0.580
C 2.26 1.28 4.89 -0.369
C 0.88 1.22 5.00 -0.742
C 0.14 0.78 3.92 -0.692
C 0.74 0.38 2.72 0.691
C -0.18 0.08 1.60 0.499
O -0.11 0.60 0.49 -0.667
N -1.17 -0.80 1.92 0.217
N -1.99 -1.32 0.94 -0.958
C -2.68 -0.53 0.21 0.649
C -2.88 0.94 0.41 -1.148
C -3.28 -1.14 -1.01 -0.904
C -2.48 -0.86 -2.29 0.600
O -3.01 -0.99 -3.37 -0.664
N -1.19 -0.51 -2.09 0.097
C -0.20 -0.31 -3.05 0.276
C -0.42 -0.34 -4.43 -0.589
C 0.66 -0.12 -5.26 -0.400
C 1.91 0.11 -4.71 -0.737
C 2.02 0.11 -3.33 -0.096
N 1.00 -0.10 -2.52 -0.242
H 1.71 -1.54 0.85 0.301
H 3.25 -1.20 0.03 0.286
H 1.87 -0.11 -0.20 0.370
H 3.95 0.88 3.63 0.443
H 2.86 1.63 5.72 0.377
H 0.38 1.53 5.91 0.390
H -0.94 0.76 3.98 0.385
H -1.04 -1.43 2.70 0.318
H -2.81 1.19 1.47 0.342
H -3.86 1.24 0.03 0.442
H -2.11 1.51 -0.11 0.233
H -3.31 -2.23 -0.90 0.339
H -4.30 -0.79 -1.18 0.440
H -0.84 -0.35 -1.15 0.261
H -1.41 -0.52 -4.81 0.459
H 0.52 -0.13 -6.33 0.418
H 2.77 0.29 -5.33 0.374
H 2.97 0.28 -2.84 0.412
```

ORCA calculation (wB97M-V/def2-TZVPD) on a structure of composition C17H18N5O3S4SbTa in a non-equilibrium geometry.

Results
LUMO level (alpha / beta)   -7.051 / -7.111 eV
Energy relative to the best compared isomer or geometry (same formula, charge and spin)   1.429 eV
<S²>   0.7547
E   -82934.667 eV
2S+1   2
Orbital gap (alpha / beta)   6.52 / 7.11 eV
Charge   +2

The geometry in XYZ format:
```
49
Properties=species:S:1:pos:R:3:mulliken_charge:R:1
Ta 0.45 1.35 0.48 0.948
C -1.77 0.10 2.45 -1.239
N -1.78 0.84 1.17 -0.298
C -2.54 0.18 0.08 -0.959
C -1.69 0.05 -1.14 0.157
N -0.37 0.17 -1.13 0.520
C 0.05 0.02 -2.47 0.555
C 1.31 0.06 -3.06 -0.613
C 1.38 -0.14 -4.42 -0.915
C 0.24 -0.39 -5.19 -0.507
C -1.02 -0.44 -4.62 -1.161
C -1.07 -0.23 -3.25 0.798
N -2.15 -0.19 -2.36 -0.020
C -0.72 -0.93 2.31 0.168
N 0.27 -0.77 1.47 0.847
C 1.05 -1.94 1.57 -0.236
C 2.18 -2.39 0.87 -0.714
C 2.71 -3.60 1.23 -0.889
C 2.15 -4.39 2.25 -0.550
C 1.02 -3.99 2.92 -1.135
C 0.49 -2.76 2.55 1.222
N -0.65 -2.09 2.98 0.023
H -2.74 -0.33 2.69 0.559
H -1.49 0.80 3.24 0.374
H -2.17 1.76 1.34 0.532
H -3.43 0.76 -0.16 0.578
H -2.87 -0.81 0.40 0.447
H 2.21 0.25 -2.49 0.277
H 2.35 -0.11 -4.91 0.448
H 0.34 -0.54 -6.26 0.416
H -1.90 -0.63 -5.21 0.445
H -3.12 -0.32 -2.61 0.247
H 2.61 -1.82 0.06 0.362
H 3.59 -3.96 0.70 0.459
H 2.61 -5.33 2.50 0.429
H 0.56 -4.60 3.68 0.464
H -1.28 -2.39 3.71 0.239
S 1.10 0.51 4.76 -0.418
Sb 2.74 0.23 3.34 0.822
S 2.52 2.17 1.65 -0.258
S 2.76 0.79 0.11 -0.228
C -0.64 5.32 -0.24 -0.976
S -0.38 3.62 -0.10 1.352
O 0.91 3.18 -0.68 -0.596
O -1.44 2.82 -0.69 -0.549
O -0.27 3.16 1.34 -0.623
H -0.92 5.51 -1.28 0.408
H 0.27 5.84 0.04 0.400
H -1.47 5.58 0.43 0.387
```

ORCA calculation (wB97M-V/def2-TZVPD) on a structure of composition C17H19Al2BrCl2CsF23LiNO14S2V in a non-equilibrium geometry.

Results
LUMO level   -8.504 eV
E   -266957.967 eV
2S+1   1
Orbital gap   1.35 eV
Charge   +1

The geometry in XYZ format:
```
84
Properties=species:S:1:pos:R:3:mulliken_charge:R:1
C 4.75 -3.11 1.21 -1.072
C 3.22 -2.63 1.09 0.079
Br 2.12 -4.31 0.92 -0.132
C 2.91 -1.77 -0.23 0.016
C 3.89 -0.55 -0.46 -0.905
C 3.54 0.71 0.49 0.822
F 3.81 0.44 1.84 -0.242
F 4.46 1.72 0.09 -0.296
C 2.07 1.32 0.22 0.455
F 1.61 0.94 -1.08 -0.268
F 2.25 2.74 0.16 -0.349
C 0.99 1.00 1.34 0.727
F 1.30 1.85 2.43 -0.291
F 1.05 -0.30 1.86 -0.187
C -0.52 1.41 0.91 0.336
F -1.11 1.91 2.09 -0.252
F -0.53 2.53 -0.02 0.029
C -1.43 0.16 0.47 0.649
F -0.65 -0.69 -0.37 -0.363
F -1.79 -0.50 1.64 -0.269
C -2.71 0.56 -0.45 0.549
F -2.14 0.85 -1.77 -0.344
F -3.31 1.75 -0.04 -0.226
C -3.73 -0.65 -0.69 0.551
F -4.62 -0.21 -1.70 -0.253
F -3.12 -1.82 -1.19 -0.239
C -4.63 -1.05 0.59 0.775
F -4.22 -2.29 1.10 -0.215
F -5.96 -1.22 0.13 -0.219
F -4.64 -0.13 1.63 -0.188
H 5.36 -2.46 1.94 0.259
H 4.71 -4.16 1.68 0.421
H 5.27 -3.22 0.21 0.285
H 2.87 -2.14 2.06 0.296
H 3.06 -2.48 -1.12 0.562
H 1.82 -1.44 -0.26 -0.276
H 4.98 -0.80 -0.15 0.444
Al -1.20 2.74 -1.93 0.297
C -3.20 -8.53 -0.70 -0.644
O -3.77 -7.44 -1.42 -0.308
C -3.89 -6.30 -0.71 0.713
O -3.56 -6.15 0.44 -0.541
O -4.44 -5.37 -1.50 -0.351
C -4.62 -4.10 -0.87 -0.583
H -3.15 -9.38 -1.37 0.212
H -2.18 -8.29 -0.38 0.299
H -3.82 -8.79 0.16 0.319
H -3.66 -3.69 -0.56 0.259
H -5.29 -4.20 -0.02 0.348
H -5.07 -3.43 -1.60 0.288
F -4.77 4.90 1.82 -0.458
Al -5.65 4.55 0.32 0.820
F -4.50 4.57 -1.04 -0.430
F -6.89 5.78 0.05 -0.418
F -6.39 2.95 0.42 -0.448
C -6.81 0.36 -4.71 -0.934
C -6.52 1.77 -4.22 -0.023
O -7.06 2.72 -5.12 -0.542
H -6.39 0.20 -5.70 0.301
H -6.40 -0.38 -4.02 0.167
H -7.89 0.20 -4.79 0.356
H -5.44 1.94 -4.16 0.115
H -6.95 1.94 -3.23 0.260
H -8.01 2.58 -5.17 0.309
N 7.19 3.73 3.15 -0.137
S 7.23 3.04 1.73 1.156
O 6.85 1.65 1.67 -0.554
O 8.26 3.47 0.82 -0.587
F 5.95 3.73 1.07 -0.265
S 8.33 3.21 4.09 1.038
O 8.15 3.57 5.47 -0.610
O 9.69 3.30 3.62 -0.472
F 8.09 1.61 4.14 -0.166
O -2.32 -6.09 -5.79 -0.740
V -1.63 -6.81 -4.37 1.623
O -0.91 -7.52 -2.96 -0.741
Cl 6.60 0.58 5.24 0.273
O 8.01 6.46 3.70 -0.627
Cl 7.42 7.14 2.56 1.534
O 6.14 7.70 2.95 -0.581
O 7.25 6.21 1.48 -0.621
O 8.30 8.22 2.15 -0.591
Li 8.05 8.31 4.63 0.914
Cs -0.14 5.38 -1.91 1.101
```

ORCA calculation (wB97M-V/def2-TZVPD) on a structure of composition C17H19BrFN3O3S2Sn in a non-equilibrium geometry.

Results
LUMO level   -10.524 eV
E   -128788.674 eV
2S+1   1
Orbital gap   2.35 eV
Charge   +2

The geometry in XYZ format:
```
47
Properties=species:S:1:pos:R:3:mulliken_charge:R:1
C -3.59 5.08 -1.63 -0.817
N -2.32 5.34 -2.36 -0.393
C -1.87 4.18 -3.14 -1.020
C -1.40 2.97 -2.28 0.501
C -2.37 2.01 -1.70 -0.552
C -1.93 0.88 -0.91 -0.287
C -0.51 0.59 -0.65 -0.244
C 0.45 1.52 -1.23 0.478
C 0.01 2.68 -2.01 -0.734
S 2.24 1.18 -0.97 -0.225
C 2.20 0.28 0.59 0.516
C 3.36 0.29 1.52 -0.405
C 3.35 -0.41 2.80 0.292
S 4.72 -0.45 3.98 1.269
O 5.68 0.59 3.71 -0.541
O 5.26 -1.79 3.99 -0.497
F 4.13 -0.20 5.49 -0.219
C 2.12 -1.14 3.14 -0.706
Br 1.91 -2.19 4.81 0.066
C 0.97 -1.16 2.23 -0.267
C 0.98 -0.46 0.92 -1.060
N -0.20 -0.60 0.13 0.174
C -0.14 -1.79 -0.78 -0.752
C -0.16 -3.16 0.00 0.751
O 1.23 -3.52 0.22 -0.396
C -0.94 -4.32 -0.69 -0.958
N -0.83 -5.49 0.26 -0.441
H -3.33 4.46 -0.73 0.276
H -4.04 6.05 -1.29 0.332
H -4.37 4.56 -2.25 0.286
H -2.56 6.08 -3.04 0.281
H -0.99 4.50 -3.77 0.432
H -2.64 3.80 -3.88 0.390
H -3.46 2.18 -1.90 0.325
H -2.70 0.19 -0.50 0.435
H 0.75 3.40 -2.44 0.323
H 4.31 0.84 1.28 0.440
H 0.06 -1.73 2.52 1.442
H 0.76 -1.69 -1.45 0.343
H -1.03 -1.72 -1.48 0.605
H -0.68 -2.96 0.99 -0.060
H 1.23 -4.00 1.06 0.188
H -2.03 -4.13 -0.84 0.416
H -0.38 -4.61 -1.61 0.365
H -1.74 -5.91 0.42 0.245
H -0.18 -6.18 -0.10 0.253
Sn 0.68 -4.03 3.61 1.149
```

ORCA calculation (wB97M-V/def2-TZVPD) on an isolated molecule of C17H19ClN4O5 in a non-equilibrium geometry.

Results
LUMO level   0.026 eV
Energy relative to the best compared isomer or geometry (same formula, charge and spin)   1.767 eV
SMILES   CCOC(=O)c1nnn(CC(=O)Nc2cccc(Cl)c2C)c1C(=O)OCC
E   -46658.085 eV
2S+1   1
Orbital gap   8.82 eV
Charge   0

The geometry in XYZ format:
```
46
Properties=species:S:1:pos:R:3:mulliken_charge:R:1
C 5.91 1.68 -1.44 -0.994
C 5.15 2.68 -0.58 -0.370
O 4.12 1.99 0.15 -0.266
C 2.86 2.30 -0.13 0.241
O 2.48 3.17 -0.87 -0.566
C 1.95 1.38 0.60 0.705
N 0.95 1.76 1.41 -0.666
N 0.36 0.73 1.87 -0.822
N 0.94 -0.37 1.39 0.673
C 0.37 -1.65 1.68 -1.070
C -0.83 -1.92 0.73 0.826
O -0.89 -2.93 0.07 -0.649
N -1.73 -0.91 0.78 0.031
C -2.92 -0.75 0.06 0.648
C -3.42 -1.76 -0.75 -0.780
C -4.60 -1.58 -1.43 -0.554
C -5.30 -0.39 -1.32 -0.728
C -4.79 0.62 -0.50 0.629
Cl -5.70 2.09 -0.39 -0.257
C -3.60 0.47 0.20 0.196
C -3.05 1.56 1.07 -1.523
C 1.96 -0.02 0.57 0.749
C 2.79 -0.91 -0.27 0.367
O 3.33 -0.54 -1.28 -0.604
O 2.85 -2.14 0.23 -0.279
C 3.49 -3.15 -0.56 -0.298
C 2.65 -4.42 -0.50 -1.104
H 5.21 1.14 -2.08 0.238
H 6.42 0.95 -0.81 0.266
H 6.64 2.20 -2.05 0.398
H 4.69 3.45 -1.19 0.364
H 5.80 3.14 0.17 0.303
H 0.01 -1.64 2.71 0.334
H 1.11 -2.44 1.54 0.417
H -1.48 -0.12 1.37 0.142
H -2.88 -2.69 -0.84 0.509
H -4.99 -2.36 -2.06 0.390
H -6.22 -0.23 -1.84 0.424
H -3.69 2.43 1.03 0.422
H -3.00 1.24 2.11 0.371
H -2.05 1.86 0.75 0.300
H 3.59 -2.78 -1.59 0.348
H 4.49 -3.32 -0.14 0.286
H 3.08 -5.17 -1.15 0.407
H 2.61 -4.80 0.52 0.284
H 1.63 -4.21 -0.83 0.261
```

ORCA calculation (wB97M-V/def2-TZVPD) on a structure of composition C17H19ClO2S4TeY.

Results
LUMO level   2.429 eV
Energy relative to the best compared isomer or geometry (same formula, charge and spin)   0.557 eV
E   -86238.824 eV
2S+1   1
Orbital gap   6.98 eV
Charge   -1

The geometry in XYZ format:
```
45
Properties=species:S:1:pos:R:3:mulliken_charge:R:1
Y -1.06 0.17 0.74 0.764
C -0.07 -0.44 -3.11 -1.119
C 0.33 1.03 -3.25 0.717
C -0.69 1.79 -4.08 -1.747
C 0.60 1.66 -1.89 0.052
C 1.71 1.24 -1.15 -0.128
C 2.00 1.79 0.09 -0.701
C 1.19 2.78 0.63 1.122
C 1.48 3.33 2.00 -1.505
C 0.09 3.21 -0.10 -0.958
C -0.20 2.66 -1.35 -0.171
H -0.27 -0.89 -4.08 0.448
H -0.99 -0.53 -2.52 0.120
H 0.72 -1.02 -2.62 0.207
H 1.29 1.06 -3.79 0.325
H -1.68 1.74 -3.63 0.284
H -0.76 1.35 -5.08 0.440
H -0.42 2.84 -4.19 0.409
H 2.35 0.46 -1.55 0.386
H 2.85 1.42 0.66 0.355
H 2.40 3.92 2.01 0.345
H 1.60 2.51 2.71 0.293
H 0.66 3.97 2.34 0.337
H -0.57 3.96 0.31 0.278
H -1.08 3.00 -1.88 0.309
S -4.70 3.10 -0.12 -0.318
C -3.49 2.03 0.17 0.316
S -2.62 2.06 1.72 -0.350
S -3.00 0.84 -1.04 -0.407
Cl 0.78 -2.05 0.10 -0.115
C 1.64 -2.04 1.71 0.015
C 1.67 -0.63 2.35 0.460
O 2.66 -0.30 2.97 -0.686
O 0.60 0.06 2.18 -0.507
H 2.64 -2.41 1.49 0.388
H 1.09 -2.75 2.33 -0.121
Te -2.84 -1.76 2.05 -0.118
C -1.65 -3.50 2.21 -0.147
C -1.22 -4.34 1.23 -0.358
C -0.44 -5.42 1.71 -0.428
C -0.29 -5.39 3.06 -0.472
S -1.05 -4.01 3.73 -0.223
H -1.48 -4.20 0.19 0.474
H -0.03 -6.20 1.08 0.359
H 0.25 -6.10 3.67 0.379
```

ORCA calculation (wB97M-V/def2-TZVPD) on an isolated molecule of C17H19FN6 in a non-equilibrium geometry.

Results
LUMO level   -0.069 eV
Energy relative to the best compared isomer or geometry (same formula, charge and spin)   0.310 eV
SMILES   Fc1cccc(CCCNCCc2ccnc(-n3ccnn3)n2)c1
E   -29591.225 eV
2S+1   1
Orbital gap   8.99 eV
Charge   0

The geometry in XYZ format:
```
43
Properties=species:S:1:pos:R:3:mulliken_charge:R:1
F -1.45 2.86 6.45 -0.296
C -1.89 3.43 5.31 0.125
C -2.85 4.43 5.32 -0.468
C -3.30 4.99 4.16 -0.603
C -2.77 4.56 2.89 -0.580
C -1.70 3.60 2.81 0.662
C -1.31 3.26 1.41 -0.737
C -0.06 2.38 1.49 -0.727
C 0.15 1.81 0.12 -0.666
N 1.13 0.70 0.39 -0.301
C 1.44 -0.04 -0.85 -0.740
C 0.89 -1.41 -0.93 -0.751
C 0.73 -2.21 -2.21 0.848
C -0.25 -1.78 -3.15 -0.483
C -0.51 -2.53 -4.27 -0.351
N 0.23 -3.65 -4.53 -0.551
C 1.13 -4.01 -3.50 0.409
N 2.00 -5.17 -3.69 0.601
C 2.75 -5.76 -2.73 0.117
C 3.07 -6.96 -3.30 -0.510
N 2.51 -7.25 -4.50 -0.351
N 1.92 -6.12 -4.72 -0.687
N 1.44 -3.28 -2.43 -0.368
C -1.32 2.97 4.05 -0.525
H -3.28 4.67 6.21 0.489
H -3.93 5.81 4.08 0.406
H -3.15 5.09 2.02 0.353
H -0.97 4.16 0.94 0.401
H -2.14 2.86 0.89 0.443
H -0.27 1.55 2.22 0.365
H 0.77 2.89 1.83 0.417
H 0.61 2.56 -0.50 0.401
H -0.86 1.36 -0.22 0.265
H 2.01 1.10 0.79 0.277
H 1.15 0.49 -1.75 0.393
H 2.53 -0.31 -0.96 0.340
H 1.51 -1.92 -0.21 0.246
H -0.16 -1.25 -0.56 0.286
H -0.89 -0.91 -3.03 0.343
H -1.15 -2.05 -4.94 0.426
H 2.99 -5.41 -1.71 0.349
H 3.76 -7.75 -2.85 0.351
H -0.53 2.26 4.16 0.382
```

What did the sixth record say?
ORCA calculation (wB97M-V/def2-TZVPD) on an isolated molecule of C17H19ClN4O5 in a non-equilibrium geometry.

Results
LUMO level   0.026 eV
Energy relative to the best compared isomer or geometry (same formula, charge and spin)   1.767 eV
SMILES   CCOC(=O)c1nnn(CC(=O)Nc2cccc(Cl)c2C)c1C(=O)OCC
E   -46658.085 eV
2S+1   1
Orbital gap   8.82 eV
Charge   0

The geometry in XYZ format:
```
46
Properties=species:S:1:pos:R:3:mulliken_charge:R:1
C 5.91 1.68 -1.44 -0.994
C 5.15 2.68 -0.58 -0.370
O 4.12 1.99 0.15 -0.266
C 2.86 2.30 -0.13 0.241
O 2.48 3.17 -0.87 -0.566
C 1.95 1.38 0.60 0.705
N 0.95 1.76 1.41 -0.666
N 0.36 0.73 1.87 -0.822
N 0.94 -0.37 1.39 0.673
C 0.37 -1.65 1.68 -1.070
C -0.83 -1.92 0.73 0.826
O -0.89 -2.93 0.07 -0.649
N -1.73 -0.91 0.78 0.031
C -2.92 -0.75 0.06 0.648
C -3.42 -1.76 -0.75 -0.780
C -4.60 -1.58 -1.43 -0.554
C -5.30 -0.39 -1.32 -0.728
C -4.79 0.62 -0.50 0.629
Cl -5.70 2.09 -0.39 -0.257
C -3.60 0.47 0.20 0.196
C -3.05 1.56 1.07 -1.523
C 1.96 -0.02 0.57 0.749
C 2.79 -0.91 -0.27 0.367
O 3.33 -0.54 -1.28 -0.604
O 2.85 -2.14 0.23 -0.279
C 3.49 -3.15 -0.56 -0.298
C 2.65 -4.42 -0.50 -1.104
H 5.21 1.14 -2.08 0.238
H 6.42 0.95 -0.81 0.266
H 6.64 2.20 -2.05 0.398
H 4.69 3.45 -1.19 0.364
H 5.80 3.14 0.17 0.303
H 0.01 -1.64 2.71 0.334
H 1.11 -2.44 1.54 0.417
H -1.48 -0.12 1.37 0.142
H -2.88 -2.69 -0.84 0.509
H -4.99 -2.36 -2.06 0.390
H -6.22 -0.23 -1.84 0.424
H -3.69 2.43 1.03 0.422
H -3.00 1.24 2.11 0.371
H -2.05 1.86 0.75 0.300
H 3.59 -2.78 -1.59 0.348
H 4.49 -3.32 -0.14 0.286
H 3.08 -5.17 -1.15 0.407
H 2.61 -4.80 0.52 0.284
H 1.63 -4.21 -0.83 0.261
```

Which of these has the highest 2S+1?
C17H18N5O3S4SbTa

Which of these has the lowest E?
C17H19Al2BrCl2CsF23LiNO14S2V

The lowest E belongs to which entry?
C17H19Al2BrCl2CsF23LiNO14S2V